# 1
{"formula": "C21H36N6P2Ru", "method": "wB97M-V/def2-TZVPD", "total_charge": 4, "e_homo_ev": [-21.219, -21.219], "lumo_energy_ev": [-15.64, -15.64], "de_lowest_kcal_mol": 0.0, "gap_ev": [5.578, 5.578], "symbols": ["Ru", "C", "N", "C", "C", "N", "C", "P", "C", "N", "C", "C", "N", "C", "C", "N", "C", "C", "N", "C", "H", "H", "H", "H", "H", "H", "H", "H", "H", "H", "H", "H", "H", "H", "H", "C", "C", "C", "P", "C", "C", "C", "C", "C", "C", "H", "H", "H", "H", "H", "H", "H", "H", "H", "H", "H", "H", "H", "H", "H", "H", "H", "H", "H", "H", "H"], "positions_angstrom": [[0.249, -0.473, 0.472], [2.958, 1.473, 4.674], [2.657, 0.662, 3.470], [3.522, -0.266, 2.931], [2.927, -0.783, 1.832], [1.676, -0.190, 1.719], [1.543, 0.694, 2.744], [0.131, 1.838, 2.994], [-0.010, 2.299, 1.222], [-0.069, 1.419, 0.191], [-0.199, 2.134, -0.988], [-0.230, 3.446, -0.654], [-0.096, 3.528, 0.715], [-0.075, 4.803, 1.471], [-1.127, 0.542, 2.883], [-1.122, -0.413, 1.949], [-2.279, -1.145, 2.109], [-2.964, -0.621, 3.164], [-2.234, 0.432, 3.635], [-2.629, 1.285, 4.779], [3.804, 1.018, 5.183], [2.101, 1.476, 5.341], [3.222, 2.487, 4.382], [4.497, -0.461, 3.350], [3.323, -1.503, 1.140], [-0.265, 1.679, -1.962], [-0.319, 4.321, -1.279], [0.093, 5.612, 0.766], [0.731, 4.789, 2.200], [-1.033, 4.951, 1.965], [-2.538, -1.990, 1.498], [-3.906, -0.915, 3.599], [-3.433, 0.787, 5.312], [-2.982, 2.249, 4.419], [-1.785, 1.418, 5.451], [-0.642, -5.314, 0.109], [-0.621, -3.915, 0.745], [0.360, -3.804, 1.925], [-0.238, -2.627, -0.495], [-1.372, -2.555, -1.934], [-1.092, -3.620, -3.011], [-2.822, -2.564, -1.420], [1.566, -2.578, -0.900], [2.144, -3.726, -1.753], [1.814, -1.193, -1.533], [-0.833, -6.010, 0.931], [0.307, -5.599, -0.337], [-1.451, -5.448, -0.604], [-1.629, -3.670, 1.091], [1.330, -4.240, 1.679], [-0.036, -4.366, 2.771], [0.504, -2.773, 2.268], [-1.173, -1.569, -2.378], [-0.989, -4.628, -2.621], [-0.230, -3.381, -3.626], [-1.969, -3.616, -3.662], [-3.122, -3.550, -1.062], [-3.479, -2.317, -2.254], [-3.006, -1.822, -0.640], [2.061, -2.630, 0.072], [1.636, -3.846, -2.703], [2.142, -4.673, -1.220], [3.186, -3.469, -1.958], [1.344, -1.117, -2.513], [2.875, -0.967, -1.648], [1.433, -0.314, -0.935]]}

# 2
{"formula": "C21H36O21P2", "method": "wB97M-V/def2-TZVPD", "e_homo_ev": -7.321, "lumo_energy_ev": 0.34, "gap_ev": 7.657, "symbols": ["C", "C", "O", "C", "P", "P", "O", "O", "H", "H", "H", "H", "H", "H", "H", "H", "H", "H", "H", "H", "O", "C", "O", "C", "C", "O", "H", "H", "H", "H", "O", "C", "O", "C", "C", "O", "H", "H", "H", "H", "O", "C", "O", "C", "C", "O", "H", "H", "H", "H", "O", "C", "O", "C", "C", "O", "H", "H", "H", "H", "O", "C", "O", "C", "C", "O", "H", "H", "H", "H", "O", "C", "O", "C", "C", "O", "H", "H", "H", "H"], "positions_angstrom": [[-3.103, 4.393, 0.891], [-2.974, 2.942, 0.492], [-3.982, 2.142, 1.112], [-3.520, 1.104, 1.945], [-2.949, 1.673, 3.633], [-2.143, 2.420, 5.674], [-2.563, 3.999, 5.525], [-0.539, 2.528, 5.233], [-2.674, 4.599, 1.872], [-2.603, 5.034, 0.164], [-4.151, 4.682, 0.925], [-1.990, 2.536, 0.735], [-3.094, 2.827, -0.585], [-2.704, 0.542, 1.476], [-4.360, 0.427, 2.115], [-4.200, 2.326, 3.912], [-2.738, 0.290, 4.031], [-1.899, 2.490, 3.048], [-2.449, 4.381, 4.640], [-0.279, 2.029, 4.443], [-0.637, 0.146, 0.509], [-0.823, -0.033, -0.662], [-0.281, -1.041, -1.363], [-0.927, -1.097, -2.655], [-1.440, 0.322, -2.808], [-1.625, 0.714, -1.430], [-0.194, -1.394, -3.399], [-1.728, -1.829, -2.606], [-0.710, 0.999, -3.249], [-2.392, 0.379, -3.325], [-1.205, -5.175, -2.292], [-1.044, -4.618, -1.253], [-0.310, -5.084, -0.222], [-0.166, -4.037, 0.750], [-1.366, -3.156, 0.452], [-1.578, -3.414, -0.942], [-0.151, -4.478, 1.742], [0.775, -3.521, 0.564], [-2.258, -3.456, 1.005], [-1.177, -2.094, 0.580], [-3.661, -1.498, -4.405], [-4.399, -2.154, -3.742], [-4.171, -2.498, -2.454], [-5.364, -3.073, -1.911], [-6.088, -3.542, -3.163], [-5.593, -2.627, -4.150], [-5.086, -3.868, -1.226], [-5.918, -2.294, -1.385], [-5.804, -4.554, -3.452], [-7.169, -3.449, -3.118], [0.882, 2.500, -2.401], [0.851, 3.631, -2.039], [1.816, 4.232, -1.311], [1.545, 5.637, -1.248], [0.049, 5.684, -1.519], [-0.155, 4.497, -2.295], [1.836, 6.004, -0.269], [2.122, 6.138, -2.026], [-0.537, 5.605, -0.602], [-0.277, 6.542, -2.100], [4.126, -5.136, 2.891], [4.012, -3.996, 2.579], [4.885, -3.013, 2.876], [4.528, -1.831, 2.141], [3.051, -2.064, 1.870], [2.971, -3.497, 1.864], [4.746, -0.958, 2.748], [5.116, -1.798, 1.226], [2.414, -1.682, 2.669], [2.713, -1.687, 0.909], [6.555, 0.666, 0.990], [7.233, 0.079, 0.211], [8.381, 0.535, -0.328], [9.019, -0.534, -1.040], [7.853, -1.466, -1.333], [6.953, -1.160, -0.262], [9.501, -0.125, -1.922], [9.759, -0.993, -0.384], [7.360, -1.230, -2.278], [8.099, -2.522, -1.291]]}

# 3
{"formula": "C21H36O21S2", "method": "wB97M-V/def2-TZVPD", "e_homo_ev": -10.302, "lumo_energy_ev": 0.14, "de_lowest_kcal_mol": 0.0, "gap_ev": 10.441, "symbols": ["C", "C", "O", "S", "C", "O", "O", "H", "H", "H", "H", "H", "H", "H", "H", "C", "C", "O", "S", "C", "O", "O", "H", "H", "H", "H", "H", "H", "H", "H", "O", "C", "O", "C", "C", "O", "H", "H", "H", "H", "O", "C", "O", "C", "C", "O", "H", "H", "H", "H", "O", "C", "O", "C", "C", "O", "H", "H", "H", "H", "O", "C", "O", "C", "C", "O", "H", "H", "H", "H", "O", "C", "O", "C", "C", "O", "H", "H", "H", "H"], "positions_angstrom": [[-16.198, -37.603, -12.504], [-16.563, -37.425, -10.964], [-17.212, -38.594, -10.682], [-17.846, -38.821, -9.123], [-16.424, -39.278, -8.167], [-18.329, -37.606, -8.585], [-18.660, -39.939, -9.350], [-17.214, -37.444, -13.206], [-16.113, -38.615, -12.594], [-15.460, -36.889, -12.760], [-15.771, -37.405, -10.169], [-17.111, -36.551, -11.061], [-15.555, -38.983, -8.707], [-16.306, -40.348, -8.102], [-16.225, -38.610, -7.254], [-11.170, -34.034, -14.362], [-10.051, -34.823, -15.044], [-10.793, -35.643, -15.920], [-9.928, -36.705, -16.846], [-11.124, -37.892, -17.521], [-9.299, -35.915, -17.893], [-8.994, -37.196, -15.865], [-11.793, -33.402, -14.949], [-10.887, -33.146, -13.819], [-11.887, -34.570, -13.689], [-9.388, -34.146, -15.506], [-9.463, -35.359, -14.345], [-11.264, -38.633, -16.703], [-10.719, -38.191, -18.385], [-12.132, -37.695, -17.827], [-21.754, -42.150, -14.216], [-21.213, -41.215, -13.629], [-19.878, -41.205, -13.260], [-19.605, -39.924, -12.815], [-20.970, -39.364, -12.377], [-21.851, -40.185, -13.223], [-19.077, -40.112, -12.039], [-19.129, -39.110, -13.466], [-21.409, -38.382, -12.521], [-21.264, -39.530, -11.407], [-21.212, -35.424, -17.664], [-21.032, -34.243, -17.861], [-20.382, -33.466, -17.060], [-20.256, -32.202, -17.619], [-21.084, -32.231, -18.871], [-21.345, -33.631, -18.940], [-20.508, -31.468, -16.952], [-19.114, -32.182, -17.847], [-20.360, -32.207, -19.848], [-21.909, -31.528, -18.845], [-16.969, -32.595, -18.571], [-16.015, -33.348, -18.335], [-15.187, -33.160, -17.403], [-14.287, -34.301, -17.359], [-14.539, -35.021, -18.691], [-15.669, -34.307, -19.215], [-13.264, -33.885, -17.467], [-14.267, -34.855, -16.496], [-14.924, -36.074, -18.566], [-13.677, -34.797, -19.320], [-14.493, -37.267, -16.240], [-15.728, -37.321, -16.153], [-16.521, -38.326, -15.792], [-17.825, -37.948, -15.959], [-17.722, -36.436, -16.148], [-16.395, -36.280, -16.497], [-18.168, -38.335, -16.919], [-18.570, -38.314, -15.327], [-18.065, -35.854, -15.169], [-18.401, -35.890, -16.766], [-19.807, -36.255, -11.720], [-20.247, -35.487, -12.508], [-21.577, -35.291, -12.725], [-21.779, -34.393, -13.681], [-20.422, -33.970, -14.159], [-19.610, -34.711, -13.289], [-22.220, -34.731, -14.618], [-22.365, -33.564, -13.286], [-20.186, -32.772, -14.344], [-20.102, -34.277, -15.023]]}

# 4
{"formula": "C21H36P2Pd", "method": "wB97M-V/def2-TZVPD", "e_homo_ev": [-5.109, -6.984], "lumo_energy_ev": [0.15, -0.13], "multiplicity": 3, "de_lowest_kcal_mol": 0.0, "gap_ev": [5.257, 6.854], "symbols": ["P", "P", "C", "C", "H", "H", "H", "H", "C", "H", "H", "H", "C", "H", "H", "H", "C", "H", "H", "H", "C", "H", "H", "H", "Pd", "C", "C", "C", "C", "C", "C", "C", "C", "C", "H", "H", "H", "H", "H", "H", "H", "H", "H", "H", "H", "H", "H", "H", "H", "C", "C", "C", "C", "C", "C", "H", "H", "H", "H", "H"], "positions_angstrom": [[-0.864, -1.079, -1.879], [-0.459, 2.247, -0.551], [-1.252, 0.564, -2.593], [-0.221, 1.653, -2.297], [-2.269, 0.820, -2.229], [-1.268, 0.445, -3.695], [0.833, 1.311, -2.303], [-0.346, 2.477, -3.042], [-1.694, 3.563, -0.983], [-2.253, 3.737, -0.011], [-2.352, 3.237, -1.805], [-1.132, 4.442, -1.270], [1.196, 2.923, -0.083], [1.539, 3.806, -0.659], [1.806, 2.029, -0.287], [1.264, 3.193, 0.976], [-2.341, -2.041, -2.374], [-2.299, -3.073, -2.009], [-2.476, -2.051, -3.462], [-3.199, -1.541, -1.910], [0.309, -1.708, -3.231], [1.057, -0.930, -3.481], [-0.251, -1.919, -4.162], [0.839, -2.638, -2.933], [-1.765, 2.201, 1.127], [1.331, -1.519, -0.133], [0.123, -2.199, -0.359], [-0.086, -3.726, -0.267], [1.190, -4.364, 0.334], [2.142, -4.835, -0.691], [3.086, -4.154, -1.334], [3.170, -2.711, -1.721], [2.610, -1.565, -0.802], [-1.458, 0.363, 1.711], [1.262, -0.668, 0.564], [-0.616, -1.745, 0.332], [-0.357, -4.207, -1.230], [-0.956, -3.912, 0.437], [1.655, -3.598, 0.972], [0.877, -5.196, 0.992], [2.075, -5.921, -0.866], [3.933, -4.755, -1.735], [2.819, -2.544, -2.752], [4.259, -2.513, -1.760], [3.367, -1.392, -0.013], [2.656, -0.646, -1.422], [-0.364, 0.395, 1.905], [-1.761, -0.276, 0.853], [-2.095, 0.277, 2.599], [-0.728, 3.812, 5.642], [-2.075, 3.687, 5.260], [-2.430, 3.441, 3.910], [-1.414, 3.294, 2.963], [-0.089, 3.494, 3.317], [0.260, 3.727, 4.654], [-0.453, 3.948, 6.695], [-2.840, 3.766, 6.032], [-3.476, 3.324, 3.588], [0.670, 3.421, 2.536], [1.311, 3.829, 4.935]]}

# 5
{"formula": "C21H36P2ReTe", "method": "wB97M-V/def2-TZVPD", "total_charge": 2, "e_homo_ev": [-13.215, -14.218], "lumo_energy_ev": [-7.52, -7.45], "multiplicity": 4, "de_lowest_kcal_mol": 228.0, "gap_ev": [5.691, 6.764], "symbols": ["P", "P", "C", "C", "H", "H", "H", "H", "C", "H", "H", "H", "C", "H", "H", "H", "C", "H", "H", "H", "C", "H", "H", "H", "Re", "C", "C", "C", "C", "C", "C", "C", "C", "C", "H", "H", "H", "H", "H", "H", "H", "H", "H", "H", "H", "H", "H", "H", "H", "Te", "C", "C", "C", "C", "C", "C", "H", "H", "H", "H", "H"], "positions_angstrom": [[-0.409, -1.765, -1.240], [-0.071, 2.049, -1.921], [-0.854, -0.718, -2.822], [0.037, 0.550, -3.084], [-1.907, -0.471, -2.627], [-0.897, -1.300, -3.763], [1.119, 0.243, -3.102], [-0.154, 0.925, -4.134], [-1.727, 2.986, -2.263], [-1.871, 3.809, -1.534], [-2.647, 2.380, -2.198], [-1.818, 3.396, -3.288], [0.737, 3.075, -3.437], [0.364, 2.789, -4.426], [1.825, 2.965, -3.463], [0.539, 4.142, -3.316], [-1.385, -3.327, -1.541], [-0.997, -4.095, -0.876], [-1.327, -3.723, -2.558], [-2.434, -3.130, -1.322], [0.956, -2.601, -2.816], [1.726, -1.900, -3.164], [0.317, -2.691, -3.697], [1.260, -3.637, -2.676], [-1.571, -0.865, 0.390], [2.269, 2.510, 0.009], [1.498, 3.017, -1.012], [-2.309, 0.743, -0.650], [-3.081, -0.445, -0.745], [2.995, -2.145, -1.623], [3.349, -1.030, -1.051], [2.448, 0.261, -0.911], [2.576, 1.077, 0.401], [-0.403, -2.442, 1.502], [2.806, 3.263, 0.586], [1.479, 4.111, -1.149], [-1.288, 0.524, -1.010], [-2.358, 1.823, -0.400], [-2.779, 0.195, 1.350], [-3.962, -0.480, -1.344], [3.326, -3.225, -1.834], [4.198, -0.919, -0.354], [1.344, 0.058, -1.066], [2.786, 0.923, -1.738], [1.911, 0.715, 1.257], [3.612, 0.931, 0.799], [0.508, -2.043, 1.999], [-0.076, -3.265, 0.809], [-0.996, -2.928, 2.292], [-1.477, 0.802, 2.408], [-1.047, 0.271, 4.527], [-2.067, 0.083, 5.458], [-1.712, -0.322, 6.764], [-0.361, -0.477, 7.118], [0.638, -0.171, 6.189], [0.306, 0.250, 4.887], [-3.101, 0.264, 5.160], [-2.484, -0.497, 7.501], [-0.096, -0.828, 8.118], [1.685, -0.249, 6.476], [1.054, 0.558, 4.152]]}

# 6
{"formula": "C21H37BCl2IN6O6", "method": "wB97M-V/def2-TZVPD", "total_charge": 1, "e_homo_ev": -10.391, "lumo_energy_ev": -2.73, "gap_ev": 7.659, "symbols": ["C", "C", "C", "N", "C", "I", "C", "N", "N", "C", "Cl", "C", "C", "Cl", "C", "C", "N", "B", "N", "O", "C", "C", "C", "O", "O", "O", "C", "C", "C", "C", "C", "C", "C", "H", "H", "H", "H", "H", "H", "H", "H", "H", "H", "H", "H", "H", "H", "H", "H", "H", "H", "H", "H", "H", "H", "H", "H", "H", "H", "H", "H", "H", "H", "H", "H", "H", "H", "C", "N", "O", "O", "H", "H", "H"], "positions_angstrom": [[2.988, 3.477, 1.342], [2.590, 2.351, 0.227], [1.039, 2.678, -0.191], [0.040, 1.747, 0.400], [-1.132, 2.584, 0.729], [-0.605, 3.568, 2.660], [-2.570, 1.964, 0.879], [-2.773, 0.455, 0.650], [-3.661, 0.422, -0.467], [-3.584, 0.021, 1.820], [-3.956, -1.754, 2.060], [-5.094, 0.683, 1.880], [-6.282, -0.303, 1.459], [-5.423, 1.143, 3.655], [-1.464, -0.236, 0.384], [-0.729, -0.546, 1.806], [0.704, -0.923, 1.679], [-1.608, -1.727, -0.340], [-2.220, -1.961, -1.685], [-1.135, -2.921, 0.364], [-0.443, 0.678, -0.522], [0.653, -0.116, -1.342], [0.248, -0.423, -2.890], [1.065, -1.081, -3.584], [-0.955, 0.013, -3.499], [2.757, 1.079, 0.880], [3.726, 0.227, 0.227], [5.172, 0.215, 0.904], [5.479, -0.103, 2.389], [6.980, -0.108, 2.848], [8.167, 0.189, 1.862], [7.861, 0.526, 0.378], [6.379, 0.523, -0.059], [2.671, 4.532, 1.033], [4.103, 3.485, 1.582], [2.435, 3.141, 2.300], [3.315, 2.535, -0.646], [1.034, 2.600, -1.350], [0.907, 3.783, 0.040], [-1.210, 3.478, -0.006], [-2.940, 2.293, 1.927], [-3.284, 2.543, 0.175], [-3.166, 0.606, -1.346], [-4.236, -0.425, -0.477], [-3.120, 0.344, 2.829], [-5.210, 1.621, 1.255], [-7.190, 0.384, 1.236], [-6.659, -0.982, 2.313], [-6.113, -0.877, 0.479], [-1.239, -1.360, 2.420], [-0.770, 0.411, 2.460], [0.850, -1.903, 1.997], [1.218, -0.342, 2.362], [-1.526, -2.510, -2.243], [-2.979, -2.659, -1.520], [-1.662, -3.071, 1.178], [-1.095, 1.232, -1.314], [1.086, -1.060, -0.828], [1.638, 0.472, -1.529], [-1.424, -0.791, -3.836], [3.289, -0.846, 0.266], [3.824, 0.459, -0.903], [4.608, -0.341, 3.095], [7.278, -0.369, 3.929], [9.258, 0.152, 2.201], [8.645, 0.737, -0.427], [6.153, 0.738, -1.168], [-3.502, -4.537, -5.209], [-2.261, -4.077, -4.534], [-2.211, -2.904, -4.183], [-1.381, -4.902, -4.379], [-4.195, -3.700, -5.279], [-3.224, -4.892, -6.201], [-3.926, -5.340, -4.607]]}

These records have E_tot values of -52419.609; -83934.517; -87020.197; -44409.379; -50329.084; -77407.603 eV, in the order they appear.